Entry 1:
13
Properties=species:S:1:pos:R:3:forces:R:3 method="wB97M-V/def2-TZVPD" e_homo_ev="-13.271 / -13.272" de_lowest_kj_mol=281.6 orbital_gap_ev="6.88 / 6.88" charge=+1 e_lumo_ev="-6.3957 / -6.3967"
C 0.7337 1.1776 0.7841 5.54 -0.86 -1.48
C 1.6073 -2.5869 -0.2876 -0.87 1.33 0.77
C -0.1884 0.4025 0.0209 -1.08 -3.27 -1.25
C -0.1647 -0.9290 -0.4335 -0.64 4.47 1.75
C -1.4890 1.1096 -0.1798 -0.93 -0.17 1.28
N 0.7897 -1.7920 -0.1939 2.98 -1.84 -0.49
S 2.4551 1.2593 0.7540 -3.66 -0.89 0.10
H 0.2702 2.0362 1.0683 -1.08 2.37 1.68
H 2.4424 -3.2026 -0.2016 0.94 -1.08 -0.03
H -0.9856 -1.4234 -0.8232 -1.81 -0.33 -0.99
H -2.0065 0.9118 -1.1151 -0.15 -0.61 0.24
H -1.3685 2.1765 -0.1698 0.23 0.55 0.13
H -2.0958 0.8604 0.7770 0.53 0.34 -1.72



Entry 2:
28
Properties=species:S:1:pos:R:3:forces:R:3 method="wB97M-V/def2-TZVPD" e_homo_ev=-7.655 de_lowest_kj_mol=238.8 orbital_gap_ev=8.52 charge=0 e_lumo_ev=0.8649
C 0.9277 -0.9330 -0.2467 -0.69 -0.74 0.24
C -1.1884 -2.4296 -0.2507 0.14 0.35 -0.14
C 1.2780 -1.6266 -1.5540 -0.28 0.18 0.11
C 1.8775 -1.2609 0.8967 -1.88 0.02 1.02
N -0.3656 -1.4275 0.4222 -1.22 0.37 -1.43
H -0.9401 -0.6227 0.6698 0.01 -0.12 -0.11
H 0.8073 0.1410 -0.4124 0.15 -0.08 0.02
H -2.0621 -2.6415 0.3646 0.03 -0.04 0.04
H -1.5421 -2.1085 -1.2381 -0.03 -0.09 -0.06
H -0.6137 -3.3463 -0.3759 -0.08 -0.07 0.01
H 1.4361 -2.6949 -1.4056 -0.03 -0.04 -0.01
H 2.5506 -2.0878 0.6831 0.06 -0.09 0.00
H 0.5070 -1.4800 -2.3122 0.05 -0.06 -0.12
H 2.2125 -1.2054 -1.9210 0.02 0.02 -0.07
H 0.6969 -1.6145 1.4819 3.71 0.49 0.08
H 2.4333 -0.3769 1.2073 0.09 -0.14 0.40
C -1.1235 1.9345 0.3985 0.06 -0.17 0.02
N -2.0170 1.1824 1.1942 -0.17 0.40 -0.15
N -1.4745 1.9598 -0.9576 0.13 -0.16 0.20
N 1.0294 2.9330 0.0171 0.14 0.37 -0.28
C -0.0155 2.5069 0.8880 0.02 -0.48 0.06
H -0.6680 2.1409 -1.5426 0.06 0.12 0.03
H -1.8438 1.3053 2.1835 -0.01 -0.03 -0.06
H -2.9865 1.3906 0.9830 0.03 0.04 0.09
H -1.9374 1.1121 -1.2600 0.01 -0.03 0.08
H 0.9026 3.8783 -0.3266 0.03 0.01 0.08
H 1.9420 2.8887 0.4597 -0.26 -0.05 -0.08
H 0.1772 2.4824 1.9537 -0.11 0.03 0.04



Entry 3:
67
Properties=species:S:1:pos:R:3:forces:R:3 method="wB97M-V/def2-TZVPD" e_homo_ev=-11.696 orbital_gap_ev=8.25 charge=+1 e_lumo_ev=-3.4417
C -2.2890 2.4119 -1.6743 -1.34 1.39 -0.62
N -0.8319 2.3442 -1.3398 1.08 -3.33 0.65
C -0.5688 2.2147 0.1253 -0.07 1.27 1.02
C -0.1097 1.3624 -2.1394 -0.97 1.80 -3.92
O -0.0297 1.5755 -3.3947 -0.25 -1.41 4.36
C 0.5541 0.0096 -1.6064 0.85 0.45 1.20
P 0.1199 -1.4948 -2.6482 -0.46 0.26 0.11
C 0.9023 -3.1234 -1.9999 1.35 -0.60 -0.69
O 1.5525 -2.9684 -0.7294 -2.52 -0.02 0.01
C 0.6255 -2.8844 0.3546 -2.32 0.36 4.35
C -0.9168 -2.9065 0.2580 1.30 0.57 2.49
C -1.8292 -2.7587 1.5312 3.67 0.27 0.86
C -1.1871 -2.5921 2.9432 1.94 -0.46 -3.50
C 0.3658 -2.6053 3.0513 -1.39 -0.31 -3.38
C 1.2454 -2.7428 1.7910 -2.67 0.00 -0.42
C 0.5223 -1.3392 -4.4868 -0.49 0.60 -0.92
C -0.8803 -1.4523 -5.2885 -2.12 -3.03 -1.18
O -1.3854 -2.5660 -5.4983 2.13 4.57 1.02
F -1.5933 -0.3090 -5.7453 2.39 -2.20 1.46
H -2.6974 1.5134 -2.2466 0.74 1.10 0.79
H -2.9362 2.5726 -0.7296 1.33 -0.41 -1.40
H -2.4537 3.3519 -2.3210 0.14 -1.59 0.87
H -1.1244 3.0914 0.6360 0.91 -1.46 -0.80
H 0.5465 2.4051 0.3418 -1.71 -0.59 -0.36
H -0.9604 1.2546 0.6061 0.61 1.10 -0.66
H 0.2940 -0.2559 -0.5159 0.23 0.30 -1.66
H 1.6989 0.1566 -1.6187 -1.69 -0.35 -0.13
H -1.3122 -1.6926 -2.5470 1.05 0.35 -0.22
H 0.1534 -3.9890 -2.0549 0.75 1.40 0.26
H 1.7294 -3.3813 -2.7684 -1.22 0.52 1.34
H -1.4400 -2.9904 -0.7479 0.72 -0.04 1.57
H -2.9726 -2.7486 1.3994 2.13 -0.07 0.20
H -1.8255 -2.4556 3.8839 1.05 -0.29 -1.70
H 0.8826 -2.5140 4.0652 -0.76 -0.13 -1.68
H 2.3941 -2.7409 1.8865 -2.11 0.00 -0.10
H 1.0853 -0.3718 -4.7066 -0.97 -1.16 0.49
H 1.1804 -2.2277 -4.7996 -1.25 1.21 0.42
C -4.2024 7.3423 -3.3016 0.03 0.10 -0.12
C -2.9096 6.5472 -3.1096 0.04 -0.10 -0.21
C -2.3555 6.8977 -1.7279 0.51 -0.18 -0.34
S -3.7658 7.3435 -0.7217 -0.25 0.03 0.18
O -3.6604 8.7411 -0.3768 0.00 -0.41 0.14
O -3.9854 6.3165 0.2727 0.13 0.33 0.01
C -4.9892 7.1694 -2.0088 -0.28 0.00 -0.40
H -4.7698 6.9919 -4.1661 0.04 0.06 0.08
H -3.9657 8.3996 -3.4580 -0.06 -0.08 0.02
H -3.1311 5.4756 -3.1566 -0.01 0.09 -0.01
H -2.1809 6.7656 -3.8933 -0.05 -0.05 0.09
H -1.8406 6.0499 -1.2742 -0.06 0.18 0.14
H -1.6862 7.7586 -1.7724 -0.13 -0.03 0.12
H -5.7736 7.9147 -1.8800 0.10 -0.05 0.18
H -5.4096 6.1638 -1.9356 0.04 0.09 0.08
C 4.5182 -5.7086 3.6627 0.07 0.00 -0.14
C 5.7304 -5.4929 4.5710 0.13 -0.20 -0.03
C 5.4703 -4.2275 5.3909 0.59 0.00 -0.06
S 3.6931 -4.0867 5.5428 0.03 -0.42 0.47
O 3.2621 -2.9020 4.8314 -0.18 0.01 0.14
O 3.3095 -4.3467 6.9104 -0.11 0.44 -0.40
C 3.2964 -5.5163 4.5516 -0.08 -0.33 -0.37
H 4.5274 -6.6988 3.2026 -0.02 0.10 0.03
H 4.5200 -4.9625 2.8610 -0.04 -0.06 0.04
H 5.8396 -6.3507 5.2422 -0.02 0.08 -0.07
H 6.6555 -5.4068 3.9967 -0.08 0.00 0.09
H 5.9137 -4.2935 6.3849 -0.19 0.16 -0.04
H 5.8372 -3.3363 4.8785 -0.15 -0.02 0.08
H 2.3798 -5.3370 3.9894 -0.01 0.09 0.17
H 3.1639 -6.3642 5.2272 -0.02 0.14 0.01



Entry 4:
15
Properties=species:S:1:pos:R:3:forces:R:3 method="wB97M-V/def2-TZVPD" e_homo_ev=-8.482 de_lowest_kj_mol=177.8 orbital_gap_ev=9.30 charge=0 e_lumo_ev=0.8221
C -0.5355 1.5570 -0.3587 -2.07 -2.33 0.49
C 1.5281 -0.0435 0.4359 -4.17 -4.31 -2.89
C -0.8873 -0.8137 0.6437 -1.41 0.22 -2.22
C -0.0280 0.1621 -0.2021 1.87 -4.10 0.30
Se 0.0007 -0.6391 -2.0596 -0.67 4.07 -1.08
H 0.2322 2.0900 -0.7767 1.29 1.86 -1.69
H -1.5707 1.5424 -0.8089 1.40 0.34 -0.03
H -0.6507 1.8844 0.6205 -0.36 1.12 1.95
H 1.3909 0.3299 1.3662 0.60 1.30 2.98
H 1.7661 -1.2281 0.4319 -0.69 2.87 0.19
H 2.1157 0.3905 -0.2722 2.25 1.58 -1.23
H -1.9340 -0.5980 0.6250 -0.93 1.00 -0.07
H -1.0088 -1.8498 0.3481 1.01 -0.29 -0.75
H -0.6569 -0.9066 1.6349 1.10 0.40 2.78
H 0.2382 -1.8774 -1.6280 0.77 -3.73 1.26



Entry 5:
66
Properties=species:S:1:pos:R:3:forces:R:3 method="wB97M-V/def2-TZVPD" e_homo_ev=-1.429 de_lowest_kj_mol=73.5 orbital_gap_ev=5.00 charge=-2 e_lumo_ev=3.5684
K 0.4695 -0.1133 -1.4971 -0.47 -0.37 -0.27
N -0.8803 -1.0462 -5.5352 0.03 -0.22 -0.13
C -0.4171 0.1743 -5.0756 0.04 0.06 -0.16
N 0.2027 1.0241 -5.8885 -0.10 0.04 0.04
N 0.4633 2.0815 -5.0948 0.05 0.00 0.03
N 0.0258 1.8597 -3.8981 0.12 -0.03 -0.03
N -0.5451 0.6292 -3.8422 -0.15 0.16 -0.05
C -1.5175 -2.0179 -4.8008 0.01 0.16 -0.08
N -1.7247 -3.2442 -5.2850 -0.03 0.03 0.06
N -2.4165 -3.8618 -4.3167 0.03 0.04 0.09
N -2.6027 -3.0524 -3.3211 -0.07 -0.09 0.10
N -2.0390 -1.8523 -3.5879 0.37 -0.67 -0.57
H -0.5514 -1.3158 -6.4446 -0.03 -0.05 0.02
O 0.2555 -2.7612 -0.6297 -0.01 -0.01 -0.02
C -0.1579 -3.9083 -0.5280 -0.09 0.05 -0.05
C 0.7142 -5.0158 0.0361 0.00 0.02 0.05
C 1.1727 -6.0189 -1.0530 0.01 0.01 -0.03
C 0.4083 -5.9220 -2.3761 -0.02 -0.05 0.02
C -1.0601 -6.3321 -2.2817 0.05 0.01 0.00
C -1.7806 -5.6584 -1.1074 -0.04 -0.02 0.02
N -1.4059 -4.2703 -0.9167 0.13 0.10 -0.16
H 0.1633 -5.5302 0.8266 0.01 0.00 -0.01
H 1.5694 -4.5238 0.4946 -0.01 -0.01 0.01
H 1.0913 -7.0398 -0.6657 0.02 0.00 0.00
H 2.2315 -5.8467 -1.2557 -0.01 0.00 0.00
H 0.9057 -6.5467 -3.1225 0.00 0.01 0.00
H 0.4649 -4.8986 -2.7567 0.02 0.00 0.00
H -1.1389 -7.4192 -2.1581 -0.01 0.01 -0.02
H -1.5582 -6.0546 -3.2119 -0.02 -0.01 0.00
H -1.5963 -6.2075 -0.1795 0.00 0.01 -0.02
H -2.8573 -5.6779 -1.2774 0.00 -0.01 0.01
H -1.8607 -3.6190 -1.5648 -0.09 0.00 0.10
I -7.0780 0.4488 -0.6766 -0.01 0.01 0.00
C -5.0875 0.4686 -1.2259 0.02 0.00 0.03
C -4.4498 -0.4343 -2.0531 0.04 0.11 0.01
N -3.1735 -0.0304 -2.1201 -0.37 0.69 0.56
N -2.9394 1.0626 -1.3922 0.12 0.06 0.09
C -4.0943 1.3854 -0.8347 -0.14 -0.14 -0.05
H -4.8006 -1.3029 -2.5830 0.04 -0.03 0.00
H -2.4327 -0.4827 -2.6771 0.04 -0.26 -0.25
H -4.1762 2.2424 -0.1869 -0.02 0.01 0.02
C 3.5228 6.3590 3.8068 0.00 -0.02 0.00
C 2.5012 5.5078 4.5636 0.00 0.00 0.00
C 1.2908 6.3994 4.8764 0.01 0.00 -0.02
C 3.1395 5.0516 5.8834 -0.01 0.02 0.00
C 2.0659 4.2775 3.7616 0.02 -0.02 0.01
C 0.9991 3.5036 4.2185 0.01 -0.02 0.01
C 0.5707 2.3533 3.5509 -0.02 0.03 0.01
C 1.2381 1.9901 2.4021 -0.02 -0.03 0.05
O 1.0337 0.9393 1.5744 0.06 0.04 -0.02
B 2.0200 0.9942 0.4890 0.45 0.40 0.55
O 2.7952 2.1887 0.8084 0.04 -0.04 0.04
C 2.3064 2.7460 1.9374 0.01 -0.01 0.01
C 2.7348 3.8814 2.5951 -0.03 0.02 -0.02
H 3.7694 7.2461 4.3963 0.00 0.00 0.00
H 3.1296 6.6858 2.8427 0.00 0.01 0.00
H 4.4486 5.8108 3.6271 0.00 -0.01 0.00
H 1.6179 7.3280 5.3539 0.00 -0.01 0.02
H 0.5904 5.9060 5.5506 -0.01 -0.01 -0.02
H 0.7535 6.6507 3.9606 0.01 0.02 0.00
H 3.4369 5.9135 6.4899 0.00 0.00 0.00
H 4.0250 4.4439 5.6870 0.00 -0.01 0.00
H 2.4399 4.4468 6.4621 0.00 0.00 0.00
H 0.4754 3.7927 5.1225 0.01 0.00 0.00
H -0.2649 1.7714 3.9190 0.00 -0.01 -0.01
H 3.5641 4.4409 2.1853 0.01 0.01 0.01



Entry 6:
115
Properties=species:S:1:pos:R:3:forces:R:3 method="wB97M-V/def2-TZVPD" e_homo_ev=-14.238 orbital_gap_ev=4.16 charge=+3 e_lumo_ev=-10.0802
Au -0.9386 -1.0561 1.7197 -0.15 0.07 -0.08
C -0.3545 -4.1185 3.6037 -0.02 0.00 0.00
O -0.7047 -2.7363 3.6635 0.09 0.00 0.07
C -1.7556 -2.4654 4.5735 -0.01 0.02 -0.01
C -1.8005 -0.9696 4.7376 0.01 -0.02 -0.01
O -2.0765 -0.3224 3.4693 0.04 0.05 0.06
C -3.4770 -0.0426 3.2846 -0.04 0.01 0.02
H -0.0263 -4.4637 4.5863 -0.01 -0.02 -0.02
H 0.4689 -4.2133 2.8992 0.00 0.01 -0.01
H -1.2029 -4.7154 3.2645 0.01 -0.02 0.01
H -1.5670 -2.9325 5.5457 0.03 0.02 -0.01
H -2.7024 -2.8545 4.1791 -0.01 0.00 0.04
H -0.8318 -0.5906 5.0633 0.01 -0.05 0.00
H -2.5633 -0.6735 5.4584 0.00 0.02 -0.02
H -3.8181 0.6080 4.0910 0.01 0.01 -0.03
H -4.0523 -0.9668 3.2784 -0.01 0.03 0.00
H -3.5815 0.4601 2.3258 -0.02 -0.03 0.00
C -0.2201 -3.2164 -0.6967 -0.04 0.04 -0.06
P 0.1199 -1.4993 -0.2096 -0.06 -0.05 0.11
C -0.3730 -0.4702 -1.6440 0.13 0.16 0.00
C -1.1374 0.6977 -1.4389 0.17 0.14 0.35
C -1.6699 1.4187 -2.5132 0.08 -0.11 0.10
C -1.3935 1.0073 -3.7984 0.02 -0.05 -0.18
C -0.5962 -0.1180 -4.0158 -0.06 0.04 -0.03
C -0.1044 -0.8578 -2.9538 -0.03 -0.06 0.06
C 1.9170 -1.3430 -0.0642 0.04 -0.09 -0.02
C 2.7542 -1.6442 -1.1455 -0.01 0.00 0.01
C 4.1277 -1.6726 -0.9817 -0.04 0.01 0.01
C 4.6812 -1.4110 0.2675 0.03 -0.01 0.00
C 3.8630 -1.1057 1.3427 0.00 0.01 -0.03
C 2.4849 -1.0684 1.1772 -0.03 0.03 0.05
P -1.9025 -3.3707 -1.5243 0.03 -0.04 -0.06
C -1.8000 -5.0841 -2.1423 0.02 -0.04 0.05
C -0.6403 -5.5894 -2.7267 0.00 0.00 -0.01
C -0.6166 -6.8724 -3.2530 -0.02 -0.01 -0.02
C -1.7578 -7.6593 -3.2189 -0.02 0.02 0.00
C -2.9276 -7.1521 -2.6708 0.02 0.00 -0.03
C -2.9514 -5.8716 -2.1411 -0.02 0.01 0.00
C -2.9511 -3.5362 -0.0352 -0.05 0.17 0.09
C -3.8608 -2.5089 0.2148 -0.01 -0.03 -0.04
C -4.7204 -2.5727 1.3055 -0.02 -0.03 -0.04
C -4.6737 -3.6641 2.1586 -0.02 -0.02 0.01
C -3.7633 -4.6900 1.9255 -0.02 0.05 0.01
C -2.9102 -4.6247 0.8366 0.16 -0.06 -0.01
H -0.1888 -3.8101 0.2205 0.08 -0.03 -0.04
H 0.5758 -3.5733 -1.3531 -0.06 0.05 -0.06
H -1.3875 0.9614 -0.4175 -0.19 -0.06 -0.10
H -2.3089 2.2724 -2.3354 -0.03 0.02 0.01
H -1.8049 1.5397 -4.6454 -0.02 0.01 0.00
H -0.3956 -0.4397 -5.0289 0.01 -0.02 -0.02
H 0.4402 -1.7698 -3.1591 0.01 -0.02 -0.02
H 2.3379 -1.8888 -2.1144 -0.01 -0.03 -0.02
H 4.7673 -1.9237 -1.8176 0.01 -0.02 0.00
H 5.7537 -1.4619 0.4010 0.01 0.00 0.00
H 4.2933 -0.9138 2.3162 0.01 0.01 0.01
H 1.8474 -0.8410 2.0249 -0.01 -0.03 -0.01
H 0.2596 -4.9896 -2.7931 0.03 -0.02 0.02
H 0.2926 -7.2568 -3.6945 0.02 0.00 -0.01
H -1.7400 -8.6594 -3.6291 0.00 -0.01 0.00
H -3.8262 -7.7533 -2.6586 -0.01 -0.01 0.00
H -3.8756 -5.4887 -1.7264 0.00 -0.01 0.03
H -3.9296 -1.6803 -0.4819 -0.01 0.01 0.00
H -5.4559 -1.7942 1.4599 -0.03 0.01 -0.01
H -5.3680 -3.7369 2.9860 -0.01 0.00 0.02
H -3.7430 -5.5524 2.5790 0.00 -0.03 0.00
H -2.2271 -5.4443 0.6421 -0.01 -0.01 -0.01
C -0.1059 6.8858 -1.1251 -0.03 0.04 0.02
C 1.2310 6.5362 -1.2226 0.09 -0.04 0.01
C 1.6080 5.1977 -1.1724 -0.10 0.13 0.02
C 0.6229 4.2285 -1.0148 0.13 0.04 -0.02
C -0.7214 4.5688 -0.9136 0.03 0.04 -0.01
C -1.0812 5.9067 -0.9730 -0.04 -0.01 0.02
Sb 1.3427 2.2672 -1.1121 -0.26 0.72 -0.47
C 1.6149 2.0954 -3.1751 -0.05 -0.56 -0.19
C 2.4321 1.1188 -3.7517 -0.01 0.04 0.03
C 2.6953 1.1759 -5.1096 0.03 -0.04 0.04
C 2.1133 2.1695 -5.8879 0.03 -0.04 -0.08
C 1.2552 3.0982 -5.3209 -0.09 0.07 0.09
C 0.9739 3.0516 -3.9618 0.16 0.10 -0.04
C 3.1888 2.1161 -0.1849 -0.05 -0.41 0.39
C 4.2992 1.7874 -0.9642 0.01 0.27 0.08
C 5.5558 1.8142 -0.3753 0.01 -0.01 -0.10
C 5.6947 2.1220 0.9672 0.07 0.02 0.03
C 4.5805 2.4213 1.7420 -0.06 0.04 0.04
C 3.3193 2.4047 1.1751 0.06 0.07 -0.07
H -0.3918 7.9280 -1.1653 -0.01 0.01 -0.02
H 1.9863 7.3003 -1.3430 0.02 0.02 0.02
H 2.6578 4.9372 -1.2473 0.02 -0.01 -0.03
H -1.4842 3.8114 -0.7850 -0.01 -0.01 -0.02
H -2.1235 6.1895 -0.9068 -0.01 -0.01 0.01
H 2.8730 0.3332 -3.1522 -0.01 -0.03 0.03
H 3.3534 0.4472 -5.5632 0.00 -0.01 0.00
H 2.3219 2.2088 -6.9486 0.01 0.01 -0.01
H 0.7987 3.8636 -5.9335 -0.02 0.00 -0.01
H 0.3012 3.7810 -3.5315 -0.02 0.01 0.02
H 4.2150 1.5864 -2.0194 -0.01 -0.06 -0.05
H 6.4285 1.5996 -0.9770 0.01 -0.02 -0.01
H 6.6787 2.1319 1.4165 0.01 0.02 0.00
H 4.6994 2.6760 2.7864 -0.01 -0.02 0.02
H 2.4562 2.6355 1.7820 0.02 -0.02 0.02
C -1.9762 4.0684 2.8164 -0.03 0.00 -0.04
C -0.4716 3.7728 2.8918 0.00 -0.10 -0.05
C -0.1133 3.0700 4.2085 0.03 -0.05 0.02
C 0.3481 5.0592 2.7027 0.04 0.02 -0.01
C -0.1267 2.8664 1.7850 -0.17 -0.01 0.14
N 0.1410 2.1680 0.9101 0.29 -0.21 0.07
H -2.2403 4.7004 3.6634 0.00 0.02 0.00
H -2.5684 3.1556 2.8740 0.00 -0.03 0.02
H -2.2305 4.6000 1.8997 0.00 0.01 0.00
H -0.3670 3.7388 5.0296 0.00 0.01 0.02
H 0.9517 2.8454 4.2691 0.01 0.02 0.00
H -0.6761 2.1444 4.3285 -0.03 -0.01 -0.01
H 0.1141 5.7298 3.5289 0.00 0.01 0.00
H 0.0950 5.5599 1.7684 0.00 0.00 -0.02
H 1.4202 4.8619 2.7203 0.01 -0.01 0.02



Entry 7:
12
Properties=species:S:1:pos:R:3:forces:R:3 method="wB97M-V/def2-TZVPD" e_homo_ev=-10.044 de_lowest_kj_mol=241.6 orbital_gap_ev=10.95 charge=0 e_lumo_ev=0.9090
C 1.1385 -1.1261 -0.5773 0.37 0.29 -0.57
C 0.7052 0.2899 -0.4330 0.06 0.79 -0.57
O 1.2767 1.0505 -1.1997 -0.80 0.83 0.40
C -0.2399 0.8680 0.5548 0.02 0.20 -0.07
C -1.6235 0.3852 0.6039 -0.28 -0.01 -0.14
O -0.6987 0.0624 1.6237 0.03 -0.17 0.15
H 1.0874 -1.7813 0.3130 0.67 0.56 -0.50
H 0.6584 -1.6301 -1.4169 -0.52 0.10 0.13
H 2.0400 -0.6743 -1.0898 0.45 -2.43 1.05
H -0.0188 1.9083 0.7873 -0.13 -0.13 0.02
H -1.9201 -0.4473 -0.0335 0.03 0.13 0.10
H -2.4053 1.0950 0.8675 0.09 -0.15 0.02



Entry 8:
15
Properties=species:S:1:pos:R:3:forces:R:3 method="wB97M-V/def2-TZVPD" e_homo_ev=-8.314 de_lowest_kj_mol=85.2 orbital_gap_ev=9.25 charge=0 e_lumo_ev=0.9375
N 2.4433 -0.4538 -0.9090 0.07 0.12 0.05
C 1.1094 -0.4175 -0.5000 -0.29 0.03 -0.03
C -0.5177 0.2096 1.8794 0.61 0.26 0.75
N 0.2746 0.4847 2.6765 -0.84 -0.22 -0.74
C 0.1388 0.3060 -1.0642 0.20 -0.07 0.09
C -1.2479 0.4829 -0.5071 -0.02 0.03 0.00
C -1.5015 -0.1753 0.8574 -0.05 -0.05 -0.02
H 3.0671 -0.7166 -0.1583 -0.04 -0.01 -0.13
H 2.7484 0.4223 -1.3129 0.02 -0.16 -0.09
H 0.9067 -1.0717 0.3439 0.00 0.11 -0.09
H 0.3751 0.9123 -1.9390 0.01 -0.03 0.15
H -1.4247 1.5623 -0.4070 -0.05 -0.16 0.02
H -2.0237 0.1120 -1.1907 0.16 0.04 0.05
H -1.4890 -1.2687 0.7797 0.06 0.14 -0.02
H -2.4992 0.1005 1.2142 0.15 -0.03 0.00



| no. | molecular weight (g mol⁻¹) |
| --- | --- |
| 1 | 112.177 |
| 2 | 146.238 |
| 3 | 526.609 |
| 4 | 137.084 |
| 5 | 672.342 |
| 6 | 1107.700 |
| 7 | 86.090 |
| 8 | 96.133 |